[1]
C51H57AlIN8O3PS | wB97M-V/def2-TZVPD

strongest force on any atom: 0.0219 Eh/bohr
energy relative to the best compared isomer or geometry (same formula, charge and spin): 1.176 eV
E_HOMO: -7.08 eV
total charge: 0

```
123
C51H57AlIN8O3PS wB97M-V/def2-TZVPD
H -0.91196 -4.30445 2.84575
H 0.23312 -1.30416 3.10371
H -2.31738 -3.63783 4.25193
H -5.18307 -2.55297 2.40306
C 2.98702 -0.30435 -3.34442
H 1.65378 0.26901 -4.96540
H -4.20744 -4.08260 1.03996
H -1.55227 2.70513 -3.74290
H -6.01982 -1.03767 2.08843
C -1.45135 3.83172 2.87471
C 1.17370 1.66771 -1.82001
C 2.43276 2.48482 -1.65956
I 1.24907 -5.61688 -3.89199
H -5.37564 3.26117 -5.57630
C -2.62700 2.57824 -3.71835
H -6.46609 2.22793 -3.60624
C -1.24514 -1.56773 -3.30976
C -1.82566 -2.57400 -4.06275
N 6.22138 -1.32981 -5.88418
C -4.61735 1.85801 -2.58940
H -4.91597 -1.15236 3.44752
C 0.58202 1.92086 2.91058
N -0.03380 -1.68478 -2.76199
H 1.46062 -1.82165 0.11404
N 1.50166 0.22674 1.80737
C -1.93420 -3.47354 -0.30408
H 5.33622 -3.14383 0.78846
H 4.91811 -1.49098 -7.46288
C -4.77738 2.90858 -4.74547
C 0.13157 -3.87499 -3.68961
H 3.34186 4.31335 -1.24055
N -0.26034 2.03781 1.82309
H -3.53262 -4.33607 2.65167
H -1.88834 3.00383 0.96810
H -1.66456 -4.49307 -0.59503
O 8.83791 -1.79690 -4.54999
H -5.09487 1.39762 -1.73034
Al -0.07446 0.51951 0.65007
C -1.12528 -3.75647 -4.25523
C -1.20104 1.68753 -1.17569
H -1.84329 -0.04009 5.14358
H -3.04788 -5.37097 1.31382
H 5.41097 -1.72865 2.85483
C -2.61378 -2.61840 4.48975
N 5.27668 -0.78118 -3.78559
C -0.58485 3.73048 4.00214
H -2.24764 4.56117 2.83412
H -0.07753 -2.80158 3.97676
C -0.08924 2.41451 -1.37859
C -0.01699 3.81019 -0.99952
C 2.41448 3.75604 -1.27360
H -5.20645 -0.68317 -0.25837
H 3.58269 -0.19762 3.41278
H -1.55144 -4.56571 -4.83444
O 7.60904 -1.73375 -2.43907
H -2.91081 3.49358 -5.63220
H -2.82985 -3.20088 -0.85429
C -5.06976 -1.47164 2.41835
P -2.21298 -1.63456 1.77569
H -0.60668 -4.96850 1.24742
C 4.52955 -2.44625 0.97314
H -1.13359 -2.79723 -0.59486
C 2.43071 -1.32938 0.26539
H 2.88841 -0.94612 -6.13197
H -2.35372 -2.44794 5.53988
N 1.19494 0.38931 -0.98836
C -1.24998 2.97983 1.84274
C -0.36029 -1.75526 3.88892
C -5.38842 2.32371 -3.64409
C 2.45301 -0.61600 1.60498
H -3.53322 -1.11323 -0.66154
H -0.72550 4.39388 4.84730
H -0.94004 4.31913 -0.75648
C -2.25950 -0.17847 4.14226
S 7.91958 -1.08066 -3.69844
H 0.29045 1.81960 -3.86457
C 4.07001 -0.69716 -4.31926
H -3.05321 0.85966 -0.76505
H 1.19984 5.48758 -0.68520
C -3.30283 -4.34237 1.58772
C -3.39405 3.03743 -4.77751
C -0.82761 -4.04579 1.79283
H -1.85774 0.61483 3.50894
H 1.07197 2.68569 4.86646
H 4.24075 -0.98302 -1.88234
C 0.40192 2.80446 4.02490
H 3.36414 2.03344 -1.97861
H 0.69408 -0.33060 -1.55623
C 1.06710 1.32345 -3.29893
H 0.02297 -3.37182 1.66168
H -3.33867 -0.05247 4.21905
C -3.96427 -0.96128 1.48620
H 3.49365 -2.97742 -0.76816
C 3.25817 -0.55203 -2.05826
N -1.18285 -0.80962 0.95128
H 1.63813 -2.87365 -2.52071
C 4.99998 -1.27149 -6.40197
H -2.94324 0.98380 1.35384
C -3.22770 1.98246 -2.61253
H -4.65784 1.01854 0.92957
H -4.17129 0.91280 2.61129
C 1.16471 4.43847 -0.95147
C 3.52440 -2.34480 0.11165
H -1.76276 -0.62855 -3.13824
C -4.35176 -1.30090 0.03579
H -0.09054 -1.26122 4.82582
H -2.80954 -2.43619 -4.49307
C 3.57597 -0.78122 2.50520
C 3.86689 -0.95761 -5.66614
H -4.65788 -2.34036 -0.06997
C -3.92084 0.57720 1.60830
H -3.69604 -2.54776 4.40714
C -2.47546 1.48198 -1.44203
C 2.55012 -0.17958 -0.80048
C -2.12046 -3.44083 1.21654
C 6.31358 -1.08760 -4.57363
O 8.14669 0.35320 -3.59663
H 3.18211 0.57111 -0.31722
C 4.56526 -1.62431 2.18668
C 0.64502 -2.81569 -2.95607
C -1.87107 -1.57880 3.64141
C 1.84615 0.43671 -3.91113
N 1.53608 1.00821 2.95429
```


[2]
C51H57AsN4O3P4S2Tl | wB97M-V/def2-TZVPD

strongest force on any atom: 0.0053 Eh/bohr
energy relative to the best compared isomer or geometry (same formula, charge and spin): 0.643 eV
E_HOMO: -3.93 eV
total charge: -1

```
123
C51H57AsN4O3P4S2Tl wB97M-V/def2-TZVPD
H 2.30561 -3.17844 -1.86502
H 0.91891 -5.08660 1.79681
H -1.66356 6.87327 0.09557
C 5.01306 -0.43323 -5.55416
H 2.73376 3.13826 0.03037
C -4.31429 -0.57966 2.77609
C 1.27716 -1.83687 6.36798
H -2.25206 -2.58916 -4.27841
H 2.06844 7.25513 1.01702
H -1.12507 1.20993 6.35169
C -1.92507 3.63769 2.16506
C 0.00690 1.37998 4.53574
C 1.53982 -1.79541 3.97814
H 0.27887 2.35660 -4.36136
P 1.42602 1.68605 2.13664
C 2.95166 2.47467 -3.58775
C 1.32457 5.81175 2.42168
H -2.44945 -7.70893 2.13894
C 2.51169 -3.48165 -4.53896
C -0.14705 -5.23241 1.93358
O 1.25966 -0.75269 -4.82037
H 5.47811 -1.01606 -6.35326
C 0.07376 1.08116 1.34250
C -3.13192 -3.07388 2.41412
H -1.66238 -2.50680 4.82622
C -2.36354 -1.90673 2.35804
C -2.28306 6.00312 1.95507
C -2.04092 -6.70581 2.12426
H -0.01838 -7.37443 1.85418
C -1.31523 4.75745 0.13499
S 0.03682 2.24581 -1.58493
C 0.19378 -2.09955 3.81815
H 3.63239 -0.37853 -7.83472
C -0.06690 -2.15422 6.21101
N 2.22300 1.53958 -4.44098
H 2.43147 -3.09963 -5.55385
C -2.88676 -5.61529 2.26550
H -0.89122 4.71309 -0.86098
Tl 1.37234 -0.35428 -0.41266
H -6.15369 -1.66461 2.99646
H 2.08719 0.11132 -7.13178
H -5.77096 1.36697 0.02236
H -0.80611 1.07876 3.88403
H 0.92685 -2.02306 -6.91868
H 0.91790 6.55576 3.09636
As -0.48833 -2.24378 1.99221
O -0.49794 -1.47498 -3.00710
H -3.95168 -5.77391 2.38885
C -4.71340 -0.36263 -0.67890
H 2.96905 5.53521 -0.52263
C 1.69073 3.48914 1.86430
P -0.80953 1.96681 0.22721
H 3.42080 -3.06319 -4.09542
C 2.30315 2.02678 4.78149
H 3.36237 3.28969 -4.19289
O 3.28952 -0.51068 -3.18049
C -2.38915 1.09407 -0.11430
C 1.04332 2.09226 -5.09384
H 2.15918 -1.59566 3.11230
C 1.23462 1.67155 3.96084
H 1.69231 -1.71079 7.36069
H 0.67796 4.17232 3.63369
C -2.36275 -4.32616 2.25078
H -1.69485 -4.03167 -5.16201
C -5.08689 -1.73590 2.82102
H -2.77220 4.85873 3.70895
N 1.34572 -3.13096 -3.74556
H -0.66592 -2.45874 -7.54503
H -2.53299 -2.72416 -6.02266
C 3.16888 0.16881 -7.01057
H 3.26744 2.22916 4.32922
C -1.75059 5.96204 0.67567
S 3.18084 0.77440 1.73245
C 2.47059 5.23870 0.39294
H 3.76555 1.96004 -3.08035
C -3.64616 1.64532 0.11422
C -2.95025 -0.66335 2.53768
H 5.24915 -0.88718 -4.59520
H 3.46398 1.22426 -7.08444
C 0.04250 -2.62951 -6.73074
C 1.42780 -3.59791 -2.36530
H 0.61626 1.37503 -5.79050
H 5.44235 0.57807 -5.57838
P 2.63498 -0.04290 -4.40519
C -0.60848 -2.27909 4.94172
C -1.83007 -2.94309 -5.21567
N 3.56954 -0.42848 -5.74797
H -5.61219 -0.93183 -0.88503
N -0.57724 -2.24807 -5.47660
H -1.96447 2.72867 2.75675
H -2.33242 0.22551 2.46245
C -2.31477 -0.18827 -0.65934
C -0.67275 -6.51808 1.96267
H -3.37595 -1.90878 -1.34973
C -4.50301 -2.98036 2.63830
H -3.73586 2.64910 0.50780
P 0.33586 -1.88283 -4.13518
H 2.61036 -4.57016 -4.58448
C -0.16442 1.45393 5.91380
C 2.33564 3.89255 0.69701
H 0.33073 -3.68960 -6.75076
C 1.96633 6.20283 1.25570
C 0.89619 1.83162 6.72312
H -5.11527 -3.87362 2.68018
C -4.80095 0.92095 -0.16568
H -4.77974 0.38955 2.90470
C 2.07847 -1.65794 5.25188
C -1.40237 3.58470 0.87286
C 1.18701 4.46342 2.72284
C -0.98513 -4.13867 2.08470
C -3.46226 -0.91241 -0.93241
H 2.28559 2.88819 -2.82652
H 3.11939 -1.38027 5.36345
H -0.70007 -2.28382 7.08103
C -2.37026 4.83423 2.70292
H -2.61872 6.94375 2.37581
C 2.13376 2.11385 6.15364
H 0.76561 1.89566 7.79712
H -1.35608 -0.62260 -0.91028
H 2.96879 2.39631 6.78416
H 1.49942 -4.68950 -2.36024
H 0.54185 -3.29332 -1.81574
H 1.32929 2.98920 -5.65268
```


[3]
C51H58BCsN3O14P2S3 | wB97M-V/def2-TZVPD

strongest force on any atom: 0.1860 Eh/bohr
spin multiplicity: 2
E_HOMO (spin up / spin down): -0.29 / -1.27 eV
total charge: -2

```
133
C51H58BCsN3O14P2S3 wB97M-V/def2-TZVPD
C -0.66934 -3.10350 0.46775
H -1.47395 -2.14135 2.12546
O -1.12314 1.57811 -3.22113
C 7.36967 -0.01352 0.27464
H 1.01776 -5.82815 3.02171
H -3.45979 0.11263 2.29648
O 5.67636 -0.90044 1.76114
C -6.92802 -3.48686 -0.21881
C 1.48790 2.57575 -1.37854
H -0.70129 4.64200 0.06068
H -3.10196 -2.77891 5.57140
H -3.08069 -0.25882 0.32223
C 3.44828 2.56579 0.21011
H -1.80643 6.25813 -0.00705
P -0.92831 -1.57039 -0.60343
C -2.23932 -2.25996 -1.77247
H -1.87609 6.58945 5.32759
N 2.18458 2.19445 -0.25582
H 10.75142 -0.91983 0.61587
C -1.76821 -0.02146 3.10230
H 2.86412 -1.03962 -9.34160
C -3.62446 -4.20460 -2.68498
S 3.33815 -1.21739 4.85534
C 4.55296 -1.39174 3.97686
H -7.34121 -5.28568 0.16317
H -4.28617 -1.22488 -4.51456
H -6.04610 -1.74208 -0.79334
H 9.57420 -1.98947 2.83148
H -1.65669 3.88939 -4.40907
C -2.25871 5.78628 4.58573
C 9.06872 -1.61585 2.02150
N -0.21480 2.57611 3.66890
C 1.00038 -5.01076 0.78831
C -3.60032 -1.14575 4.10131
C -1.40287 4.80486 4.00013
C -3.47681 6.19006 4.11131
H 1.52676 -1.20539 -2.85006
H 4.98479 1.63687 1.36645
H -2.20309 -4.45483 -0.92400
C -0.86223 -0.61546 4.05545
O 1.16928 4.51616 4.31708
H 3.54973 0.63405 1.15760
H -4.83864 5.53045 2.60237
H -0.40067 -3.56828 3.75321
H -4.67052 -1.31599 4.15149
O 6.79657 -4.07164 -0.19612
N 0.34778 1.78255 -1.45550
H -1.58313 7.65319 -2.32464
H 2.54371 2.80691 2.51857
C -3.78189 -2.06950 -3.63266
P -1.05537 0.41398 1.47293
H 9.32115 0.34971 -0.46958
C -1.78180 6.49068 -2.25091
H 6.81984 -3.50167 0.59437
H 1.13708 -1.89118 -7.78987
C -1.28998 4.37530 -3.44812
C -1.14268 2.79591 2.76046
C -2.75283 -1.84436 4.89210
C -1.25586 4.55287 -0.93523
C -3.99593 5.35172 2.97271
O 4.59928 -2.00098 -1.43380
C -6.05968 -2.45389 -0.08953
H -7.29858 -3.98328 -1.22352
H -4.88158 1.12411 -6.17099
O 1.12613 -0.91191 -7.97920
C -3.19982 -0.10185 3.30437
H 2.71051 -0.43320 -3.61349
C 3.94292 1.66061 1.40017
C -0.04053 -3.70146 2.79826
H -3.88274 -5.19167 -2.81622
H 0.60146 -4.07196 -1.25250
H -4.69819 -3.95109 -4.19390
O 6.91149 -2.13665 3.05497
C 6.87183 -0.82787 1.22857
C 0.63786 -4.92268 2.11158
C -3.32584 4.35269 2.40900
H -4.36019 6.74828 4.40412
C 9.59562 -0.94950 0.91709
H 2.71164 1.31357 3.14141
C -2.76441 -1.49633 -2.81904
C -1.97745 4.10759 2.87219
H 4.09484 -1.35452 -1.97216
O 2.46969 -1.23100 -3.03285
C -4.19162 -3.32728 -3.61015
H -3.58114 3.74929 1.40858
C -5.18323 -2.49323 1.03270
C -0.89047 -3.01126 1.87213
C 7.72597 -1.66477 2.15059
H 4.03397 2.41801 3.55380
H 3.34692 3.58186 0.68736
C -0.46853 2.29939 -2.47635
O -4.13376 1.27966 -8.21461
C -1.12751 3.76073 -2.15702
H 0.97737 -0.53005 -7.06531
B 5.63751 -1.53981 2.98217
H 1.47149 1.86074 0.45868
C -2.62929 -3.70797 -1.65198
H -4.64165 -1.73422 0.89053
C 8.78569 -0.04957 0.19698
S -0.02087 3.89318 4.68985
H 4.13648 -1.55515 -8.58672
O -1.41797 2.03277 1.61649
H -4.33612 2.19535 -8.31032
Cs 2.47944 -1.89780 1.16441
H -4.45070 -3.69694 2.98013
H 4.14025 2.68897 -0.59109
C -1.87883 -0.26505 0.27378
H 5.96196 -3.99182 -0.61054
C -5.97574 -4.55355 1.68996
H -0.51662 -1.51326 5.90793
C 0.35796 -4.12804 -0.09136
H -3.57573 1.87928 -6.20190
H -1.92047 6.14378 -4.28021
C -6.87359 -4.61435 0.76586
C -4.03854 1.17307 -6.73747
H -1.95333 -0.87919 -3.30067
H 0.47130 0.80274 -1.38514
H -6.04610 -5.31869 2.72137
C -1.66326 5.73484 -3.44335
O 3.80747 -1.17691 -9.51776
H 6.91363 0.49011 -0.53739
S 2.21650 3.65896 -2.35413
O 0.40187 0.21209 1.46264
C -1.68826 5.81827 -1.00598
C -1.44493 -1.48492 5.00051
C -5.09505 -3.50055 2.03853
H 0.03150 -0.38759 3.55342
H 1.53618 -6.02884 0.70921
H -3.16668 0.20957 -6.62012
O 0.43187 -1.26205 -1.23116
O -0.20201 3.47488 6.00642
C 3.32220 1.99055 2.72547
H 5.28832 -1.58628 -1.00201
```